Record 1
DFT (the ωB97M-V functional and the def2-TZVPD basis) results for one molecule with the formula H4NO3PS.

Output
energy relative to the best compared isomer or geometry (same formula, charge and spin) = 62.9 kcal/mol
orbital gap (alpha / beta) = 8.54 / 8.54 eV
SMILES = [O-][NH2+]SP(O)O

```
10
H4NO3PS | OMol25 | the ωB97M-V functional and the def2-TZVPD basis
O -2.219 1.351 -1.546
N -1.340 1.027 -0.708
S -0.588 -0.917 -0.859
P 1.352 -0.303 -0.022
O 2.007 -1.770 -0.089
O 0.775 -0.153 1.556
H -0.401 1.542 -0.544
H -1.673 0.914 0.340
H 1.331 -2.442 -0.014
H 0.757 0.751 1.887
```

***

Record 2
DFT (the ωB97M-V functional and the def2-TZVPD basis) results for a 2-piece molecular cluster, H4NPS overall.

Output
energy relative to the best compared isomer or geometry (same formula, charge and spin) = 61.8 kcal/mol
orbital gap (alpha / beta) = 7.17 / 7.38 eV

```
7
H4NPS | OMol25 | the ωB97M-V functional and the def2-TZVPD basis
N 1.713 0.128 -0.337
P -2.016 -0.261 -0.220
S 0.706 -1.067 0.238
H 1.531 1.019 0.211
H 2.349 0.071 -1.110
H -2.450 -0.821 0.930
H -1.834 0.930 0.289
```

***

Record 3
DFT (the ωB97M-V functional and the def2-TZVPD basis) results for a 2-piece molecular cluster, H4NPSi overall.

Output
energy relative to the best compared isomer or geometry (same formula, charge and spin) = 71.4 kcal/mol
orbital gap (alpha / beta) = 6.77 / 6.81 eV

```
7
H4NPSi | OMol25 | the ωB97M-V functional and the def2-TZVPD basis
N 1.125 -0.615 -0.013
Si -0.625 -0.616 0.014
P 2.560 -0.155 -0.028
H -0.798 -1.871 -0.581
H -0.852 -0.071 1.282
H -1.657 0.039 -0.666
H 2.976 2.251 0.267
```

***

Question: Which of these has the lowest energy relative to the best compared isomer or geometry (same formula, charge and spin)?
Answer: H4NPS